1.
Below is one molecule with the formula C27H48N2O2, with properties calculated with ωB97M-V/def2-TZVPD.

ORCA input file:
```
! wB97M-V def2-TZVPD RIJCOSX def2/J DEFGRID3
* xyz 0 1
C -2.73913 -2.63878 2.50026
C -2.57451 -1.66217 3.68462
C -1.07058 -1.51750 4.04939
C -0.44585 -0.20317 3.50755
C 0.98110 -0.40175 2.94391
C 1.31874 0.59143 1.81802
C 1.97296 1.90124 2.30200
C 2.67139 2.67335 1.16390
C 1.63437 3.05989 0.10518
C 2.14254 3.87803 -1.10668
C 3.55938 3.55357 -1.62371
C 3.60481 2.31713 -2.54858
C 3.41720 0.99455 -1.79185
C 3.48493 -0.25782 -2.70902
C 2.04909 -0.76908 -3.01693
C 1.83881 -2.27635 -2.76459
C 1.24090 -2.63026 -1.38608
C -0.08547 -1.94287 -1.02668
N -1.28749 -2.75261 -1.32828
C -2.31260 -2.71760 -0.27197
C -3.02831 -1.38686 -0.03641
C -4.40843 -1.37802 -0.13568
C -5.09144 -0.20509 0.07396
C -4.47103 0.98304 0.37061
C -3.09345 0.99797 0.50402
C -2.29182 2.24861 0.82823
C -2.42182 -0.18926 0.30243
C -1.82362 -2.53543 -2.64295
O -1.65362 -3.37369 -3.50227
O -2.52748 -1.38005 -2.98712
N -1.68682 -0.30263 -3.37351
H -2.53837 -3.66186 2.84547
H -1.98148 -2.39777 1.74340
H -3.74953 -2.61364 2.08084
H -3.10783 -2.02789 4.57079
H -3.03359 -0.70621 3.40404
H -0.92824 -1.58884 5.13295
H -0.56104 -2.37856 3.59465
H -1.10702 0.23525 2.74871
H -0.42992 0.48902 4.36127
H 1.73813 -0.40847 3.73819
H 0.99186 -1.41923 2.52465
H 0.40367 0.81939 1.25886
H 2.01911 0.08966 1.13215
H 2.72916 1.63325 3.05583
H 1.23328 2.51934 2.83180
H 3.42991 1.99853 0.74812
H 3.17845 3.53937 1.60722
H 1.07091 2.17244 -0.20161
H 0.90127 3.69939 0.62517
H 1.45991 3.63500 -1.93822
H 2.01845 4.95544 -0.95120
H 4.32763 3.51169 -0.84134
H 3.85546 4.40728 -2.25352
H 4.60387 2.31431 -3.00858
H 2.85505 2.47373 -3.33563
H 4.19053 0.93686 -1.01272
H 2.45914 1.04571 -1.25939
H 3.92002 0.10521 -3.64896
H 4.14893 -1.01808 -2.28860
H 1.34837 -0.11566 -2.48393
H 1.85900 -0.59936 -4.08676
H 1.28287 -2.77910 -3.56578
H 2.83666 -2.73868 -2.78737
H 1.07253 -3.71311 -1.32993
H 1.96736 -2.40546 -0.59189
H -0.08124 -1.79105 0.05965
H -0.20775 -0.94581 -1.46060
H -3.07936 -3.44847 -0.56268
H -1.86287 -3.11255 0.64767
H -4.96029 -2.28469 -0.36699
H -6.17680 -0.19815 -0.01298
H -5.02343 1.90904 0.51215
H -2.44790 2.95257 -0.00107
H -2.57549 2.69510 1.78317
H -1.22659 1.99981 0.78448
H -1.33804 -0.17864 0.41407
H -1.65434 0.33627 -2.57858
H -0.73313 -0.62019 -3.53875
*
```

Output
Energy (eV): -35849.73850



2.
Below is a 6-piece molecular cluster, C27H48N6O3 overall, with properties calculated with ωB97M-V/def2-TZVPD.

ORCA input file:
```
! wB97M-V def2-TZVPD RIJCOSX def2/J DEFGRID3
* xyz 0 1
C 0.12603 5.50205 3.19638
O 0.73309 6.32525 2.23428
C -0.11610 6.42436 1.04608
C 0.67275 7.26504 -0.06821
C 1.08218 8.70511 0.32703
N -0.12473 7.32176 -1.31485
H -0.78803 6.00196 3.51681
H 0.71981 5.58926 4.10628
H -0.10261 4.44142 3.09206
H -0.28743 5.40492 0.70040
H -1.11582 6.83139 1.19771
H 1.61640 6.74319 -0.22722
H 1.72669 9.10921 -0.45361
H 1.57707 8.62721 1.29508
H 0.21897 9.35816 0.45551
H -0.30035 6.37762 -1.62766
H -1.06104 7.47206 -0.96725
C -0.65900 -4.84384 -2.68382
O -0.94844 -4.78397 -4.02971
C -2.03175 -3.86695 -4.36808
C -1.89078 -3.42410 -5.84427
C -0.72795 -2.41678 -6.06363
N -3.06463 -2.75916 -6.40884
H 0.01216 -4.01088 -2.47446
H -0.09699 -5.74607 -2.44254
H -1.51644 -4.82075 -2.01123
H -2.94585 -4.46049 -4.35313
H -2.19299 -3.08969 -3.62110
H -1.69358 -4.32531 -6.42481
H -0.63284 -1.57839 -5.37358
H -0.79369 -2.06625 -7.09363
H 0.12140 -3.00511 -5.71638
H -2.96157 -2.55183 -7.39194
H -3.74344 -3.50690 -6.42288
C 0.26887 -4.66595 5.02583
O 0.79685 -3.42065 5.41713
C 0.07315 -2.31482 4.81883
C 0.72308 -1.03737 5.19489
C 0.73912 -0.82868 6.71836
N -0.19913 -0.01467 4.78006
H 0.86293 -5.47238 5.45578
H 0.25251 -4.79285 3.94337
H -0.73599 -4.75401 5.43886
H 0.08634 -2.45636 3.73814
H -0.94399 -2.35961 5.20811
H 1.74234 -0.93100 4.82357
H 1.44683 -1.51158 7.18835
H -0.18359 -1.13369 7.21198
H 1.00582 0.15277 7.11046
H -0.23583 -0.15252 3.78018
H 0.19107 0.91023 4.89143
C 2.88126 -5.16290 -0.34319
C 3.20122 -4.14790 0.56502
C 2.25551 -3.74131 1.46299
N 1.03274 -4.35086 1.48415
C 0.79011 -5.39283 0.66804
C 1.70600 -5.88180 -0.24370
H 3.58651 -5.49743 -1.08958
H 4.17999 -3.69139 0.56009
H 2.43462 -2.96885 2.19621
H -0.16013 -5.87940 0.83139
H 1.41821 -6.74395 -0.82703
C 0.34343 0.08162 -0.71898
C 0.17866 -1.17773 -0.12976
C 0.13661 -1.26888 1.28600
N 0.05854 -0.18589 2.11087
C 0.19883 1.01173 1.47903
C 0.34799 1.18998 0.11844
H 0.29956 0.03057 -1.79688
H -0.01589 -2.09295 -0.66912
H -0.01413 -2.24952 1.71264
H 0.07052 1.88299 2.10421
H 0.54939 2.15357 -0.32577
C -1.16791 1.91199 -3.74562
C -0.26185 2.87742 -4.27298
C 0.01587 4.05502 -3.56458
N -0.60023 4.32352 -2.39031
C -1.51725 3.46037 -1.86843
C -1.79415 2.24284 -2.53623
H -1.18716 0.97612 -4.28430
H 0.25527 2.54962 -5.16267
H 0.57148 4.85305 -4.03450
H -1.94042 3.80371 -0.93598
H -2.55439 1.56915 -2.16939
*
```

Output
Energy (eV): -43855.99207



3.
Below is a 8-piece molecular cluster, C27H48O24 overall, with properties calculated with ωB97M-V/def2-TZVPD.

ORCA input file:
```
! wB97M-V def2-TZVPD RIJCOSX def2/J DEFGRID3
* xyz 0 1
C -19.15970 -16.07081 1.07694
C -19.86371 -15.29893 2.18130
C -19.44098 -15.79205 3.56359
O -19.19736 -14.59619 4.30282
C -19.10181 -13.54188 3.43801
O -18.77884 -12.47200 3.81378
O -19.36236 -13.96356 2.19716
H -18.11276 -15.77266 1.10817
H -19.60974 -15.86776 0.10642
H -19.21530 -17.14924 1.23030
H -20.95394 -15.27185 2.12045
H -18.51410 -16.36675 3.48289
H -20.19099 -16.33212 4.13547
C -17.93277 -13.94499 7.15871
C -16.61415 -13.38001 7.64615
C -15.90807 -12.40055 6.72192
O -15.73338 -11.23369 7.49770
C -16.18715 -11.43095 8.74562
O -16.04572 -10.70493 9.67221
O -16.92695 -12.56673 8.78095
H -18.67892 -13.16759 6.97007
H -18.42111 -14.67688 7.80022
H -17.82040 -14.40341 6.16954
H -15.96160 -14.22726 7.86156
H -16.52424 -12.17806 5.84634
H -14.98113 -12.83941 6.35068
C -14.97262 -20.45961 7.28972
C -14.95304 -19.11452 6.57760
C -16.35551 -18.46515 6.51666
O -16.16815 -17.19574 7.11536
C -14.89159 -17.00461 7.44942
O -14.42506 -15.98104 7.84388
O -14.19898 -18.15816 7.32516
H -13.97313 -20.78549 7.57650
H -15.31051 -21.16610 6.52582
H -15.60893 -20.47231 8.17173
H -14.43219 -19.24601 5.62727
H -17.07957 -19.08379 7.04414
H -16.70605 -18.38583 5.48703
C -13.17087 -10.50506 12.78190
O -14.19875 -9.82663 13.48204
C -14.86644 -8.82949 12.89460
O -15.80567 -8.32293 13.41983
O -14.26002 -8.43305 11.77711
C -14.92918 -7.64125 10.82385
H -13.51525 -10.78975 11.78615
H -12.94509 -11.45463 13.26452
H -12.25818 -9.91568 12.72668
H -14.22995 -7.05342 10.22880
H -15.56345 -6.92028 11.34661
H -15.50268 -8.21221 10.09353
C -22.19209 -11.24263 7.62129
O -21.02064 -11.88922 8.07914
C -20.79500 -11.86217 9.39070
O -21.45420 -11.30687 10.22793
O -19.79082 -12.67379 9.66629
C -19.34588 -12.95614 10.97840
H -22.04290 -10.81723 6.63161
H -22.49221 -10.45280 8.30905
H -23.02662 -11.94251 7.54566
H -18.37457 -12.47824 11.08274
H -19.30078 -14.03043 11.14807
H -19.98714 -12.60741 11.79007
C -16.20303 -12.50891 1.34850
O -16.24185 -11.76506 2.53698
C -15.37492 -10.79548 2.77561
O -14.56795 -10.37008 1.99853
O -15.47093 -10.52267 4.06941
C -14.64821 -9.51413 4.59485
H -15.38029 -13.22686 1.32515
H -16.20275 -11.92913 0.42613
H -17.11845 -13.09811 1.34888
H -14.93584 -8.48757 4.35943
H -13.60662 -9.61677 4.26858
H -14.62757 -9.67509 5.67272
C -18.99604 -9.23740 10.95037
O -19.38875 -7.94549 10.50739
C -18.77812 -6.88842 11.01665
O -18.22790 -6.85878 12.07371
O -19.00167 -5.87679 10.18813
C -18.69403 -4.56400 10.60301
H -18.81739 -9.86570 10.07936
H -19.81054 -9.64965 11.54252
H -18.09139 -9.29808 11.55549
H -19.17720 -3.83203 9.95425
H -17.63277 -4.33167 10.62046
H -19.20363 -4.39145 11.55455
C -22.21281 -14.67567 6.74330
O -22.91600 -15.04600 5.56747
C -23.88833 -15.94779 5.70829
O -24.28128 -16.41205 6.73171
O -24.40679 -16.32785 4.53113
C -23.96057 -15.74620 3.30738
H -22.90126 -14.21695 7.44967
H -21.36217 -14.01708 6.58107
H -21.73755 -15.55010 7.19631
H -24.07755 -14.66714 3.35876
H -24.51074 -16.21973 2.49978
H -22.92105 -16.03282 3.14714
*
```

Output
Energy (eV): -77916.86608
Energy above the lowest of the compared OMol25 structures with the same formula, charge and spin (eV): 0.0000



4.
Below is C27H49BaNP2 as an isolated structure, with properties calculated with ωB97M-V/def2-TZVPD.

ORCA input file:
```
! wB97M-V def2-TZVPD RIJCOSX def2/J DEFGRID3
* xyz 0 1
P -2.36318 1.53526 -1.07077
P 1.93313 -0.37381 -0.98920
C -0.49964 1.39704 -0.90496
C 0.36549 0.40730 -1.79269
H -0.26913 1.26562 0.18058
H -0.11408 2.40946 -1.09952
H -0.22452 -0.38249 -2.34032
H 0.76597 0.96532 -2.62140
C 2.84180 1.12997 -0.53906
H 2.87528 1.16075 0.56192
H 2.34949 2.03361 -0.90903
H 3.86116 1.05010 -0.93237
C 2.79377 -1.28304 -2.31459
H 3.55343 -0.68061 -2.82010
H 2.07846 -1.67049 -3.04984
H 3.28996 -2.14572 -1.84667
C -2.86032 3.22019 -1.27258
H -3.78691 3.39157 -0.70944
H -3.05100 3.46265 -2.32140
H -2.10253 3.91421 -0.88861
C -3.08066 0.43183 -2.30818
H -2.34987 -0.22527 -2.81547
H -3.56485 1.06509 -3.06789
H -3.86852 -0.19221 -1.85438
Ba -0.80708 -1.29692 -0.19611
C 1.90314 0.82152 -4.50594
C 2.52443 1.61584 -3.61453
C 2.37535 3.09430 -3.49841
C 1.00156 3.66961 -3.90610
C -0.18201 2.90598 -3.42267
C -0.74851 1.86646 -4.05485
C -0.37686 1.43461 -5.43363
C 1.13963 1.32718 -5.68670
C -3.03347 0.86701 0.47452
H 2.09131 -0.25347 -4.52455
H 3.39374 1.23262 -3.07456
H 3.14086 3.57493 -4.13042
H 2.60863 3.40376 -2.46919
H 0.91006 4.67379 -3.46723
H 0.95944 3.84210 -4.98626
H -0.71209 3.44378 -2.62288
H -1.70687 1.48241 -3.73309
H -0.80376 2.12043 -6.17934
H -0.82779 0.45242 -5.62571
H 1.29940 0.60059 -6.49266
H 1.54664 2.27062 -6.07273
H -3.41444 -0.16957 0.36207
H -3.90209 1.50882 0.67842
H -2.36412 0.91808 1.35426
C -1.02294 -4.63461 6.22207
C -0.50580 -4.11969 4.90262
C 0.03108 -5.01647 3.96640
C 0.58086 -4.56386 2.76200
C 1.18747 -5.57353 1.82764
C 0.55680 -3.19788 2.47079
C -0.10842 -2.24994 3.32378
C -0.55395 -2.76152 4.58806
N -0.26954 -0.97686 2.85478
C -0.37156 0.17684 3.79560
C -1.77839 0.28313 4.39215
C 0.64075 0.10088 4.94676
C -0.05558 1.45812 3.02137
H -1.76517 -5.43590 6.08655
H -0.21476 -5.05774 6.83896
H -1.49511 -3.82197 6.79013
H 0.03578 -6.07885 4.19684
H 2.13984 -5.96304 2.21648
H 0.52388 -6.44084 1.69961
H 1.37678 -5.13147 0.84455
H 1.09499 -2.81158 1.59523
H -0.98592 -2.08491 5.31972
H -1.99582 -0.54854 5.06673
H -1.86952 1.21222 4.96890
H -2.54884 0.28298 3.61251
H 1.66421 0.03257 4.55879
H 0.57589 1.00869 5.56122
H 0.46928 -0.75278 5.60742
H 0.91397 1.37833 2.50689
H -0.83142 1.69542 2.28221
H -0.00667 2.29958 3.72749
*
```

Output
Energy (eV): -49546.21005
Energy above the lowest of the compared OMol25 structures with the same formula, charge and spin (eV): 1.0420



5.
Below is a 7-piece molecular cluster, C27H49Cl2FNO7 overall, with properties calculated with ωB97M-V/def2-TZVPD.

ORCA input file:
```
! wB97M-V def2-TZVPD RIJCOSX def2/J DEFGRID3
* xyz 1 1
C -2.38525 3.08316 6.25164
C -1.61836 2.01182 6.38153
C -1.98741 0.65908 5.85960
C -1.00866 0.15471 4.79504
C 0.29617 -0.40046 5.44264
C 1.44470 0.56815 5.39917
O 2.13366 0.78806 4.46735
F 1.58847 1.22111 6.55338
C -0.81214 1.16206 3.63115
C -1.20009 0.43855 2.34137
Cl -0.34005 0.98282 0.93015
C -0.97761 -1.01925 2.69941
Cl -1.66537 -2.22409 1.65721
N -1.65329 -1.02923 4.03679
H -2.07913 4.04433 6.63895
H -3.34829 3.04364 5.75525
H -0.66979 2.10085 6.89897
H -2.03776 -0.06655 6.67715
H -2.99054 0.71969 5.42302
H 0.09195 -0.67942 6.47434
H 0.63912 -1.29368 4.91913
H -1.43460 2.04816 3.74040
H 0.21120 1.50956 3.55991
H -2.27145 0.52538 2.13554
H 0.08947 -1.19702 2.82731
H -2.63819 -0.78808 3.89564
H -1.60997 -1.93784 4.50318
C 1.81001 5.61735 2.13678
C 0.96620 4.78064 3.05532
O -0.24353 4.86177 3.08719
C 1.68349 3.80037 3.95362
H 1.17494 6.27421 1.54901
H 2.50798 6.22224 2.71738
H 2.38707 4.97392 1.46990
H 2.38988 4.30734 4.61262
H 2.24818 3.08431 3.35365
H 0.94103 3.28926 4.56352
C 2.87166 -2.70774 -2.61254
C 2.69343 -1.38970 -1.90645
O 3.38388 -0.42934 -2.15499
C 1.59935 -1.30781 -0.86028
H 3.68409 -2.62628 -3.33140
H 3.09592 -3.49366 -1.89098
H 1.95516 -2.99332 -3.12833
H 1.77323 -2.04858 -0.07668
H 0.62897 -1.52243 -1.31082
H 1.59993 -0.31001 -0.43455
C -1.37306 -6.73487 -2.02246
C -1.28501 -5.48186 -1.19622
O -0.56858 -4.55400 -1.49469
C -2.13993 -5.40185 0.04769
H -0.71363 -6.65892 -2.88309
H -1.09194 -7.60137 -1.42130
H -2.39907 -6.88773 -2.36169
H -1.89122 -6.20428 0.74349
H -3.19565 -5.49435 -0.21061
H -1.94520 -4.43355 0.50331
C 0.31073 -0.81818 -6.74275
C -0.21635 -1.79567 -5.72466
O -0.50661 -2.93460 -6.00828
C -0.35688 -1.29752 -4.30459
H 0.36951 -1.29586 -7.71737
H -0.34519 0.05209 -6.80178
H 1.30028 -0.46599 -6.44574
H -1.04845 -0.45508 -4.25127
H 0.61772 -0.96930 -3.93665
H -0.72846 -2.10959 -3.68207
C -0.57947 10.03371 -0.42436
C -0.16846 9.12508 0.70800
O 0.93811 9.16951 1.19277
C -1.20841 8.15051 1.21110
H 0.24906 10.68293 -0.69486
H -0.87892 9.44138 -1.29086
H -1.43709 10.63939 -0.12658
H -1.52293 7.48566 0.40460
H -2.08781 8.68990 1.56702
H -0.78993 7.56565 2.02669
C 1.07292 -6.58698 -8.77261
C 1.63325 -6.64019 -7.37066
O 2.49652 -7.42657 -7.06006
C 1.05630 -5.65772 -6.38119
H 1.56108 -7.33458 -9.39246
H -0.00274 -6.77071 -8.75355
H 1.22936 -5.59542 -9.20097
H -0.01952 -5.80544 -6.27797
H 1.20681 -4.63467 -6.72368
H 1.54124 -5.79705 -5.41683
*
```

Output
Energy (eV): -72371.67867